Record 1
Molecular formula: C18H38IrO6P2
Method: DFT, ωB97M-V with the def2-TZVPD basis set

Last column: Löwdin charge in e.
Atoms and positions in Å:
1 Ir 0.06 0.70 -0.04  0.92
2 C -1.79 0.16 -0.09  -0.31
3 O -2.92 -0.10 -0.10  0.21
4 C -0.21 2.52 0.45  -0.23
5 O -0.34 3.59 0.84  0.23
6 C 1.99 0.77 0.27  -0.26
7 O 3.11 0.89 0.53  0.22
8 C -1.37 1.48 -3.21  -0.44
9 P 0.12 0.73 -2.40  1.07
10 H 0.72 -1.16 -3.75  0.14
11 H -2.19 0.79 -2.98  0.14
12 C 1.61 1.43 -3.25  -0.43
13 H 1.36 1.42 -4.32  0.14
14 C -1.23 1.58 -4.73  -0.02
15 H -0.92 0.64 -5.20  0.11
16 H -0.52 2.36 -5.02  0.12
17 H -2.20 1.85 -5.16  0.16
18 C -1.74 2.84 -2.62  -0.04
19 H -1.00 3.62 -2.88  0.10
20 C 0.82 -1.86 -1.70  -0.10
21 H -1.84 2.81 -1.53  0.06
22 H -2.71 3.15 -3.03  0.15
23 C -1.27 -1.63 -3.09  -0.05
24 H 0.34 -1.63 -0.73  0.03
25 H 0.71 -2.94 -1.89  0.08
26 H 1.88 -1.62 -1.61  0.09
27 C 0.13 -1.08 -2.82  -0.49
28 H -1.21 -2.72 -3.22  0.12
29 H -1.73 -1.21 -3.99  0.10
30 H -1.94 -1.44 -2.24  0.07
31 C 2.87 0.59 -3.06  -0.02
32 H 3.16 0.53 -2.01  0.08
33 H 3.69 1.07 -3.61  0.15
34 H 2.75 -0.43 -3.46  0.10
35 C 1.86 2.89 -2.85  -0.04
36 H 2.03 2.99 -1.77  0.09
37 H 1.04 3.56 -3.14  0.09
38 H 2.76 3.24 -3.36  0.14
39 H -0.04 -4.95 -1.20  0.03
40 H -0.03 -5.07 -0.46  0.04
41 C -0.31 -3.99 3.45  -0.03
42 C -1.06 -2.97 2.64  -0.19
43 O -0.12 -1.94 2.17  -0.22
44 P -0.01 -0.35 2.07  0.71
45 O 1.34 0.01 2.92  -0.28
46 C 1.93 -0.87 4.00  -0.14
47 C 1.08 -0.79 5.23  -0.05
48 O -1.27 0.24 2.94  -0.08
49 C -1.08 1.21 4.04  -0.13
50 C -2.03 2.36 3.92  0.05
51 H 0.43 -4.50 2.82  0.10
52 H -1.03 -4.74 3.79  0.12
53 H 0.20 -3.58 4.33  0.08
54 H -1.48 -3.42 1.75  0.13
55 H -1.86 -2.50 3.22  0.13
56 H 1.97 -1.87 3.57  0.12
57 H 2.94 -0.52 4.20  0.15
58 H 0.10 -1.26 5.07  0.08
59 H 1.57 -1.34 6.04  0.13
60 H 0.94 0.24 5.59  0.10
61 H -0.05 1.57 4.02  0.14
62 H -1.24 0.66 4.98  0.20
63 H -3.05 2.05 3.69  0.13
64 H -2.00 2.89 4.87  0.14
65 H -1.69 3.04 3.12  0.11

Computed properties:
Orbital gap (alpha / beta) ... 5.67 / 3.89 eV
HOMO level (alpha / beta) ... -0.6710 / -0.8321 Eh
Total charge ... +4
Spin multiplicity ... 6
<S²> ... 8.77
E_tot ... -52931.1145 eV
Molar mass ... 604.66 g mol⁻¹
E_LUMO (alpha / beta) ... -12.6 / -18.8 eV



Record 2
Molecular formula: C2H4N2O2
Method: DFT, ωB97M-V with the def2-TZVPD basis set

Last column: Löwdin charge in e.
Atoms and positions in Å:
1 N 1.81 -0.07 -0.10  0.16
2 C 0.56 -0.29 0.43  -0.59
3 O 0.36 -0.84 1.49  0.07
4 N -0.48 0.15 -0.40  0.12
5 C -1.81 0.06 -0.05  -0.30
6 O -2.70 0.41 -0.79  0.05
7 H 2.56 -0.24 0.54  0.11
8 H 1.95 0.68 -0.76  0.10
9 H -0.29 0.49 -1.34  0.15
10 H -1.96 -0.35 0.96  0.14

Computed properties:
Orbital gap ... 10.89 eV
HOMO level ... -0.3792 Eh
Energy above the lowest of the compared OMol25 structures with the same formula, charge and spin ... 17.75 kJ/mol
SMILES ... NC(=O)NC=O
E_tot ... -9215.0389 eV
Molar mass ... 88.07 g mol⁻¹
E_LUMO ... 0.6 eV



Record 3
Molecular formula: C33H34BF6NO2
Method: DFT, ωB97M-V with the def2-TZVPD basis set

Last column: Löwdin charge in e.
Atoms and positions in Å:
1 C -4.56 -1.96 3.60  -0.02
2 C -3.43 -0.95 3.37  -0.46
3 C -2.46 -1.03 4.51  -0.02
4 O -2.79 -1.22 2.10  0.04
5 B -2.27 -0.01 1.52  -0.87
6 C -0.76 0.13 2.05  -0.08
7 C 0.06 -0.98 2.11  0.05
8 C 1.37 -0.86 2.55  -0.10
9 C 2.26 -2.07 2.60  -0.52
10 F 2.85 -2.23 3.82  0.12
11 F 1.59 -3.23 2.35  0.11
12 F 3.28 -2.01 1.69  0.11
13 C 1.91 0.35 2.94  0.05
14 C 1.08 1.46 2.86  -0.10
15 C 1.58 2.80 3.29  -0.52
16 F 1.26 3.79 2.39  0.11
17 F 1.02 3.19 4.48  0.12
18 F 2.93 2.86 3.45  0.12
19 C -0.23 1.36 2.39  0.05
20 C -2.37 0.02 -0.10  0.03
21 C -1.34 0.67 -0.90  0.08
22 C -1.47 1.90 -1.66  -0.06
23 O -3.02 1.08 2.16  0.03
24 C -3.98 0.54 3.11  -0.45
25 C -5.36 0.61 2.49  -0.03
26 C -3.98 1.42 4.38  -0.02
27 H -5.11 -1.69 4.53  0.10
28 H -5.27 -2.01 2.74  0.09
29 H -4.11 -2.96 3.72  0.09
30 H -2.99 -0.94 5.47  0.10
31 H -1.96 -2.01 4.49  0.10
32 H -1.68 -0.26 4.46  0.09
33 H -0.31 -1.96 1.83  0.14
34 H 2.92 0.43 3.30  0.13
35 H -0.83 2.27 2.32  0.14
36 H -2.35 -1.08 -0.33  0.17
37 H -3.37 0.38 -0.37  0.13
38 H -0.36 0.23 -0.95  0.12
39 H -1.18 2.85 -1.14  0.14
40 H -2.55 2.03 -1.85  0.16
41 H -6.11 0.28 3.22  0.09
42 H -5.58 1.64 2.19  0.09
43 H -5.41 -0.03 1.61  0.09
44 H -4.68 0.98 5.11  0.09
45 H -2.97 1.51 4.84  0.09
46 H -4.33 2.45 4.12  0.09
47 C 0.34 7.01 -2.42  -0.01
48 N 0.46 5.67 -2.96  -0.11
49 C 0.24 4.53 -2.23  -0.02
50 C 0.31 3.39 -3.01  -0.11
51 C -0.17 2.04 -2.53  -0.21
52 C -0.24 1.08 -3.74  -0.22
53 C -1.02 1.41 -4.85  -0.06
54 C -0.99 0.56 -5.95  -0.07
55 C -0.29 -0.67 -5.87  -0.08
56 C 0.37 -1.02 -4.69  -0.08
57 C 0.38 -0.15 -3.62  -0.05
58 C 0.81 3.88 -4.30  -0.10
59 C 1.34 3.37 -5.49  -0.03
60 C 1.74 4.23 -6.55  -0.08
61 C 1.64 5.65 -6.44  -0.08
62 C 1.20 6.20 -5.22  -0.03
63 C 0.83 5.32 -4.22  -0.19
64 H 0.55 7.74 -3.19  0.07
65 H -0.67 7.19 -2.02  0.10
66 H 1.05 7.15 -1.60  0.10
67 H -0.07 4.57 -1.18  0.14
68 H 0.79 1.69 -2.00  0.17
69 H -1.51 2.39 -4.97  0.14
70 H -1.51 0.80 -6.88  0.11
71 H -0.33 -1.40 -6.71  0.12
72 H 0.87 -1.96 -4.56  0.10
73 H 0.95 -0.34 -2.74  0.10
74 H 1.42 2.30 -5.65  0.10
75 H 2.12 3.80 -7.51  0.10
76 H 1.99 6.31 -7.27  0.11
77 H 1.20 7.28 -5.11  0.10

Computed properties:
Orbital gap ... 6.25 eV
HOMO level ... -0.3012 Eh
E_tot ... -57339.3683 eV
Molar mass ... 601.44 g mol⁻¹
E_LUMO ... -1.9 eV



Record 4
Molecular formula: C31H41N7O
Method: DFT, ωB97M-V with the def2-TZVPD basis set

Last column: Löwdin charge in e.
Atoms and positions in Å:
1 C 1.37 5.51 -2.24  -0.13
2 C 2.30 4.97 -1.35  -0.11
3 C 1.54 4.34 -0.34  -0.12
4 N 0.19 4.46 -0.66  0.03
5 C 0.11 5.30 -1.73  -0.16
6 H 1.77 5.94 -3.14  0.09
7 H 3.38 4.92 -1.47  0.09
8 H 1.87 3.81 0.54  0.09
9 H -0.56 3.95 -0.21  0.10
10 H -0.86 5.51 -2.13  0.10
11 C 4.33 -1.95 -1.75  -0.05
12 C 3.71 -0.78 -2.44  -0.10
13 C 3.67 -1.10 -3.71  -0.23
14 N 4.07 -2.33 -3.98  0.02
15 C 4.45 -2.86 -2.79  -0.17
16 H 4.49 -2.12 -0.69  0.07
17 H 3.35 0.19 -2.09  0.08
18 H 3.34 -0.59 -4.60  0.12
19 H 3.98 -2.86 -4.84  0.16
20 H 4.85 -3.86 -2.80  0.11
21 C -4.29 -2.67 -0.80  -0.12
22 C -5.18 -3.75 -0.79  -0.11
23 C -6.20 -3.37 0.07  -0.14
24 N -5.98 -2.11 0.61  0.02
25 C -4.75 -1.78 0.14  -0.17
26 H -3.36 -2.68 -1.35  0.08
27 H -5.17 -4.65 -1.38  0.09
28 H -7.06 -3.97 0.37  0.10
29 H -6.45 -1.69 1.40  0.15
30 H -4.27 -0.90 0.55  0.10
31 C 1.82 -3.03 2.69  -0.10
32 C 3.13 -3.52 2.46  -0.12
33 C 4.06 -2.46 2.22  -0.11
34 N 3.28 -1.35 2.31  -0.01
35 C 1.93 -1.67 2.42  -0.15
36 H 0.89 -3.54 2.87  0.10
37 H 3.22 -4.60 2.42  0.08
38 H 5.12 -2.27 2.12  0.11
39 H 3.54 -0.37 2.25  0.15
40 H 1.20 -0.88 2.42  0.10
41 C 0.63 -5.88 -2.40  -0.09
42 C 0.50 -6.31 -1.07  -0.11
43 C 1.35 -5.50 -0.29  -0.13
44 N 1.75 -4.45 -1.06  0.00
45 C 1.29 -4.62 -2.28  -0.17
46 H 0.07 -6.26 -3.25  0.08
47 H 0.00 -7.19 -0.69  0.09
48 H 1.58 -5.41 0.76  0.08
49 H 1.97 -3.58 -0.60  0.14
50 H 1.41 -3.84 -3.02  0.10
51 C -3.00 3.03 0.59  -0.15
52 C -4.10 2.84 -0.26  -0.07
53 C -4.24 4.11 -0.82  -0.15
54 N -3.48 5.08 -0.21  0.04
55 C -2.65 4.35 0.66  -0.17
56 H -2.58 2.21 1.15  0.07
57 H -4.73 1.97 -0.37  0.09
58 H -4.94 4.38 -1.60  0.10
59 H -3.57 6.07 -0.38  0.15
60 H -1.87 4.94 1.12  0.10
61 C 0.50 4.98 4.08  -0.13
62 C 0.90 3.72 3.55  -0.10
63 C -0.32 3.02 3.29  -0.12
64 N -1.37 3.94 3.40  0.00
65 C -0.83 5.14 3.87  -0.15
66 H 1.12 5.83 4.33  0.09
67 H 1.86 3.26 3.34  0.08
68 H -0.48 2.10 2.76  0.09
69 H -2.32 3.73 3.13  0.12
70 H -1.41 6.05 3.95  0.10
71 C -0.85 -1.74 -0.08  0.00
72 C -0.44 -0.27 -0.20  -0.42
73 C 1.04 0.13 -0.45  -0.01
74 O -1.07 0.57 0.39  0.03
75 H -1.88 -1.82 0.28  0.06
76 H -0.18 -2.34 0.53  0.06
77 H -0.74 -2.16 -1.08  0.08
78 H 1.23 1.20 -0.32  0.07
79 H 1.24 -0.07 -1.50  0.06
80 H 1.75 -0.40 0.18  0.05

Computed properties:
Orbital gap ... 8.41 eV
HOMO level ... -0.2890 Eh
SMILES ... c1cc[nH]c1.c1cc[nH]c1.c1cc[nH]c1.c1cc[nH]c1.c1cc[nH]c1.c1cc[nH]c1.c1cc[nH]c1.CC(C)=O
E_tot ... -45285.0771 eV
Molar mass ... 527.72 g mol⁻¹
E_LUMO ... 0.5 eV



Record 5
Molecular formula: C11H23BIN2O4
Method: DFT, ωB97M-V with the def2-TZVPD basis set

Last column: Löwdin charge in e.
Atoms and positions in Å:
1 C 1.78 0.47 4.06  -0.09
2 C 2.42 0.07 2.69  -0.12
3 B 1.35 0.39 1.57  -0.42
4 O 1.53 1.28 0.56  0.19
5 C -0.06 -0.39 1.70  -0.09
6 N -0.29 -1.73 1.53  0.19
7 C -1.58 -1.94 1.77  -0.05
8 N -2.14 -0.80 2.05  0.18
9 C -1.20 0.23 2.02  -0.17
10 C -1.40 1.68 2.31  -0.11
11 C -2.84 1.95 2.75  -0.83
12 O -3.18 1.92 3.90  0.05
13 I -4.24 2.36 1.17  0.89
14 H 0.93 -0.19 4.28  0.07
15 H 2.50 0.31 4.86  0.08
16 H 1.40 1.49 4.02  0.07
17 H 2.53 -1.02 2.69  0.11
18 H 3.37 0.59 2.52  0.11
19 H 1.94 2.09 0.89  0.13
20 H 0.41 -2.42 1.31  0.20
21 H -2.02 -2.93 1.73  0.17
22 H -3.12 -0.70 2.29  0.18
23 H -0.69 2.00 3.08  0.13
24 H -1.16 2.28 1.42  0.12
25 C -2.80 0.22 -2.44  -0.08
26 C -1.55 -0.63 -2.30  -0.28
27 O -0.80 -0.25 -1.15  -0.08
28 H -2.54 1.28 -2.51  0.08
29 H -3.37 -0.06 -3.32  0.08
30 H -3.44 0.11 -1.56  0.05
31 H -0.91 -0.50 -3.17  0.10
32 H -1.81 -1.69 -2.22  0.12
33 H -1.36 -0.37 -0.38  0.03
34 C 3.08 0.02 -4.58  -0.09
35 C 2.05 -1.08 -4.40  -0.32
36 O 2.03 -1.55 -3.05  -0.09
37 H 4.07 -0.34 -4.32  0.08
38 H 3.09 0.37 -5.62  0.08
39 H 2.86 0.87 -3.93  0.07
40 H 2.28 -1.93 -5.04  0.11
41 H 1.05 -0.71 -4.66  0.10
42 H 1.82 -0.80 -2.48  0.06

Computed properties:
Orbital gap ... 9.30 eV
HOMO level ... -0.4516 Eh
Total charge ... +1
E_tot ... -31721.8644 eV
Molar mass ... 385.03 g mol⁻¹
E_LUMO ... -3.0 eV



Record 6
Molecular formula: C5H3ClN2O2S2
Method: DFT, ωB97M-V with the def2-TZVPD basis set

Last column: Löwdin charge in e.
Atoms and positions in Å:
1 O -3.67 -1.10 0.81  -0.32
2 S -2.67 -0.21 0.27  0.38
3 O -2.47 1.10 0.81  -0.43
4 Cl -3.20 0.20 -1.68  0.36
5 C -1.06 -0.83 0.18  -0.41
6 N -0.45 -1.92 -0.15  0.06
7 C 0.83 -1.71 -0.28  -0.14
8 N 1.13 -0.38 -0.07  -0.05
9 C 2.26 0.52 -0.11  -0.10
10 C 1.84 1.74 0.15  -0.33
11 S 0.08 1.95 0.40  1.11
12 C -0.04 0.31 0.17  -0.50
13 H 1.54 -2.63 -0.47  0.17
14 H 3.35 0.42 -0.25  0.14
15 H 2.54 2.52 0.21  0.06

Computed properties:
Orbital gap ... 8.82 eV
HOMO level ... -0.3185 Eh
Energy above the lowest of the compared OMol25 structures with the same formula, charge and spin ... 0.00 kJ/mol
SMILES ... O=S(=O)(Cl)c1ncn2ccsc12
E_tot ... -46499.3657 eV
Molar mass ... 222.68 g mol⁻¹
E_LUMO ... 0.2 eV